A structure of composition C50H67ClN3O10PPbSi2Te at a distorted geometry, computed with the ωB97M-V functional and the def2-TZVPD basis.

Positions of all 136 atoms, in Å:
Pb  -0.56383  -0.03125  0.00501
C  1.58791  0.88394  4.73428
O  2.47226  1.22256  3.69027
C  2.06848  2.30547  2.90700
C  2.29720  3.58293  3.36459
C  1.99711  4.68320  2.56713
C  1.43389  4.47952  1.33136
C  1.13941  3.19912  0.84834
C  0.46908  3.13751  -0.41110
N  -0.01593  2.10000  -0.99974
N  -0.59226  2.37740  -2.21194
C  -1.10799  1.37325  -2.86050
O  -1.14522  0.14377  -2.50504
C  -1.68857  1.76005  -4.17193
C  -2.00194  0.78324  -5.11106
C  -2.57766  1.12705  -6.32048
C  -2.83456  2.45702  -6.61043
C  -2.49693  3.44109  -5.69209
C  -1.93407  3.09702  -4.47844
C  1.48309  2.05536  1.62937
O  1.33619  0.83929  1.23613
H  1.25656  1.77776  5.28231
H  2.14755  0.22912  5.40736
H  0.71161  0.34176  4.36103
H  2.72716  3.72287  4.34985
H  2.19861  5.68466  2.92503
H  1.18620  5.33590  0.71869
H  0.35259  4.09179  -0.93153
H  -1.77867  -0.24323  -4.86501
H  -2.81536  0.36201  -7.05006
H  -3.29787  2.72575  -7.55170
H  -2.67051  4.48089  -5.94075
H  -1.67158  3.84046  -3.74321
O  0.28818  -1.13625  2.62171
C  1.02699  -2.34957  2.59787
C  0.59095  -3.23238  1.32367
O  0.67355  -4.45107  1.44137
O  0.26608  -2.58782  0.30512
C  2.50788  -2.05316  2.42942
C  3.05770  -1.83673  1.16997
C  4.39336  -1.50120  1.03392
C  5.19826  -1.34722  2.14908
C  4.65511  -1.53932  3.40711
C  3.32475  -1.89279  3.54464
C  0.75223  -3.13252  3.84875
C  1.45286  -4.31024  4.10917
C  1.18742  -5.05531  5.24373
C  0.22277  -4.63522  6.14667
C  -0.48841  -3.47532  5.88600
C  -0.23665  -2.73956  4.74364
H  0.85974  -0.42163  2.26645
H  2.43774  -1.91334  0.28878
H  4.80900  -1.34304  0.04669
H  6.23636  -1.05821  2.03624
H  5.27311  -1.40260  4.28555
H  2.90362  -2.02620  4.53137
H  2.20956  -4.63516  3.41327
H  1.73984  -5.97096  5.42694
H  0.02596  -5.20901  7.04549
H  -1.25084  -3.13537  6.57565
H  -0.79453  -1.83948  4.53852
C  2.68048  0.57824  -5.24337
Si  3.07797  1.25260  -3.49216
C  2.32535  2.99564  -3.33169
C  4.98618  1.50674  -3.42742
C  2.54166  0.06753  -2.11703
Te  1.06405  -1.42279  -2.66185
C  2.67504  -2.80207  -3.37544
Si  3.06231  -4.42309  -2.45509
C  3.55502  -5.68797  -3.83320
C  4.61605  -4.30383  -1.33923
C  1.61886  -5.20422  -1.50961
H  2.83007  1.33219  -6.01217
H  1.64346  0.25436  -5.28737
H  3.29657  -0.28196  -5.49093
H  2.60073  3.64067  -4.16333
H  2.66564  3.46745  -2.41360
H  1.24109  2.94951  -3.28536
H  5.30251  2.25551  -4.14839
H  5.53131  0.59210  -3.63755
H  5.29291  1.84872  -2.44397
H  2.08606  0.62751  -1.30648
H  3.38048  -0.47964  -1.69559
H  3.56440  -2.17955  -3.44816
H  2.39677  -3.05033  -4.40094
H  4.36464  -5.30601  -4.44934
H  2.71102  -5.89596  -4.48510
H  3.88392  -6.63273  -3.40664
H  5.40250  -3.70635  -1.79341
H  5.02349  -5.29668  -1.16141
H  4.37326  -3.86229  -0.37824
H  0.67009  -4.88029  -1.92169
H  1.60859  -4.91237  -0.46339
H  1.64748  -6.29002  -1.55852
C  -5.60877  4.14405  0.14138
C  -4.81780  2.82679  0.18259
C  -3.87662  2.74722  -1.01628
C  -5.77475  1.62220  0.17059
O  -4.13478  2.80455  1.41768
P  -2.47976  2.78014  1.56118
O  -1.86087  3.98877  0.99167
O  -2.04369  1.39407  1.14812
O  -2.40453  2.93276  3.16725
C  -3.05739  2.15485  4.15260
C  -3.28045  0.71024  3.71708
C  -4.40582  2.82104  4.46177
C  -2.15337  2.19090  5.39378
H  -6.17036  4.23866  -0.78600
H  -4.90329  4.96614  0.22488
H  -6.29690  4.19003  0.98414
H  -4.42413  2.80993  -1.95750
H  -3.32043  1.81451  -0.98268
H  -3.15871  3.55944  -0.96007
H  -6.31293  1.56259  -0.77504
H  -6.49201  1.69831  0.98710
H  -5.18987  0.71682  0.31201
H  -3.94729  0.69301  2.86135
H  -3.71202  0.13127  4.53405
H  -2.33710  0.26802  3.41161
H  -4.99463  2.83488  3.54982
H  -4.24127  3.84841  4.77836
H  -4.94260  2.28586  5.24403
H  -1.23551  1.64419  5.19436
H  -2.66338  1.74335  6.24542
H  -1.89887  3.22101  5.63245
Cl  -0.75772  -3.68637  -3.84469
C  -2.04903  -2.81452  -3.12078
C  -3.03398  -2.24119  -3.90583
C  -3.99349  -1.46761  -3.27208
C  -3.91926  -1.32375  -1.89718
N  -3.00637  -1.92123  -1.15223
C  -2.07440  -2.64881  -1.74016
H  -3.03577  -2.37715  -4.97756
H  -4.76561  -0.97186  -3.84073
H  -4.62306  -0.69968  -1.36286
H  -1.31587  -3.07901  -1.09550

Cartesian forces, eV/Å:
-0.22 -0.46 0.41
-0.20 -0.02 0.25
0.02 0.48 -0.56
0.11 -0.14 0.27
0.02 -0.20 -0.04
0.03 0.25 0.05
0.00 0.03 0.03
0.39 -0.24 0.79
-0.32 -0.12 -0.85
0.37 0.05 0.29
-0.23 0.75 -0.42
0.29 -0.20 0.53
-0.30 0.51 0.15
-0.25 0.05 -0.40
0.13 -0.05 0.25
-0.02 0.01 -0.18
-0.07 0.00 -0.14
-0.06 0.08 -0.16
0.01 -0.06 0.02
0.32 0.45 0.29
-0.48 -0.50 -0.39
0.08 -0.09 -0.03
-0.12 0.04 0.00
0.07 0.08 0.05
0.06 -0.09 0.01
-0.02 0.02 -0.01
-0.12 0.01 -0.10
-0.06 -0.11 0.02
0.04 -0.06 0.03
-0.02 -0.04 0.01
0.02 0.03 -0.05
-0.04 0.04 0.07
0.01 0.09 0.06
0.07 -0.16 0.09
-0.31 -0.39 -0.84
0.08 0.37 0.69
0.07 -0.79 0.16
-0.24 0.28 -0.06
0.23 0.17 0.16
0.08 -0.01 -0.01
0.09 0.11 -0.05
0.09 0.04 -0.05
0.12 0.01 0.12
-0.02 0.07 -0.08
-0.24 -0.20 0.23
0.01 0.04 0.08
0.13 -0.07 -0.02
-0.14 0.00 0.15
-0.12 -0.16 0.29
0.25 0.20 -0.27
0.12 0.20 0.02
-0.14 -0.07 -0.06
-0.01 0.02 -0.05
0.02 -0.03 0.01
-0.01 0.01 0.06
0.01 -0.04 0.05
0.03 -0.03 -0.06
0.00 0.03 -0.01
-0.02 0.00 -0.01
-0.04 -0.02 0.05
-0.05 0.09 -0.03
0.00 0.19 0.68
0.39 0.38 -0.64
0.17 -0.68 0.03
-0.69 -0.17 0.07
-0.21 0.28 -0.49
1.60 -0.33 -0.88
-0.42 -0.10 0.60
0.18 -0.64 -0.20
-0.13 0.53 0.44
-0.64 0.13 -0.36
0.55 0.47 -0.31
0.10 0.22 -0.05
-0.16 -0.03 0.00
0.14 -0.20 0.01
0.17 -0.02 -0.19
0.10 0.07 0.20
-0.17 0.00 -0.01
-0.01 0.16 -0.18
0.08 -0.27 -0.06
0.03 0.09 0.26
0.07 0.20 0.24
0.09 -0.07 0.07
0.14 0.10 0.04
-0.09 -0.02 -0.04
0.17 0.11 -0.14
-0.20 -0.01 -0.13
0.02 -0.14 0.16
0.11 0.14 -0.14
-0.03 -0.19 0.03
-0.03 0.07 0.19
-0.17 0.06 -0.06
-0.07 0.05 0.17
0.14 -0.20 -0.05
0.27 -0.32 0.09
-0.71 0.02 -0.77
-0.05 0.05 0.14
0.30 0.32 0.12
0.96 -0.04 0.43
-0.81 0.18 0.61
-0.03 0.03 -0.22
-0.11 0.31 0.13
0.34 0.11 -0.49
-0.44 -0.35 0.78
0.11 0.19 -0.03
0.27 -0.06 -0.14
-0.19 0.06 -0.42
-0.07 -0.01 -0.12
0.06 0.15 -0.03
-0.07 0.01 0.08
-0.09 -0.04 0.01
0.06 -0.13 -0.15
0.13 0.09 -0.15
-0.05 0.00 -0.07
-0.07 0.01 0.08
0.04 -0.15 0.00
-0.13 -0.16 -0.08
-0.03 0.01 0.06
0.11 -0.17 0.00
-0.15 0.01 0.00
0.02 0.14 0.08
-0.01 -0.08 0.08
0.11 -0.05 0.01
-0.03 -0.08 0.07
0.03 0.12 0.03
-0.06 -0.70 -0.47
-0.48 0.26 0.11
0.04 -0.07 0.24
0.07 -0.09 -0.01
-0.27 0.10 -0.21
-0.02 0.11 0.52
0.17 -0.26 -0.26
0.05 0.00 -0.07
-0.06 0.08 -0.03
-0.12 0.05 -0.04
0.15 -0.08 -0.01

Results
E_HOMO   -2.560 eV
Net charge   -2
Gap between HOMO and LUMO   0.234 Ha
DFT total energy   -127999.6003 eV